one) {
  "formula": "C4H2N4",
  "method": "the ωB97M-V functional and the def2-TZVPD basis",
  "symbols": ["C", "N", "C", "C", "N", "N", "C", "N", "H", "H"],
  "coordinates": [[-1.82114, -0.19471, -0.13669], [-1.01966, 0.97276, 0.00306], [0.19845, 0.49901, 0.22453], [1.43377, 0.78838, 0.12572], [2.16174, -0.24035, -0.16540], [1.32107, -1.43202, -0.06561], [0.17848, -0.99641, 0.33124], [-1.20860, -1.20637, 0.08500], [-2.92143, -0.13653, -0.34481], [1.67730, 1.94624, -0.05704]],
  "mulliken_charge": [0.01, -0.54, 0.77, -0.28, -0.32, -0.34, 0.47, -0.42, 0.36, 0.30],
  "homo_ev": -10.287,
  "smiles": "C1=NC2=CN=NC2=N1",
  "orbital_gap_ev": 7.5,
  "multiplicity": 1
}



two) {
  "formula": "C4H2N4",
  "method": "the ωB97M-V functional and the def2-TZVPD basis",
  "symbols": ["H", "N", "C", "N", "C", "C", "C", "N", "N", "H"],
  "coordinates": [[-2.18051, -1.66624, -0.48952], [-2.63632, -0.72490, -0.30887], [-1.52799, -0.15596, 0.18792], [-1.06825, 1.29564, 0.02872], [0.31569, 1.12588, 0.16581], [0.74853, -0.21874, 0.28898], [2.21820, -0.42549, 0.01062], [3.38847, -0.36831, -0.20808], [-0.30506, -0.95385, 0.52248], [1.04724, 2.09197, -0.19807]],
  "mulliken_charge": [0.34, -0.47, 0.42, -0.41, 0.00, 0.71, 0.01, -0.36, -0.55, 0.30],
  "homo_ev": -11.369,
  "smiles": "[H]/N=C1/N=CC(C#N)=N1",
  "orbital_gap_ev": 8.7,
  "multiplicity": 1
}



The most stable arrangement is two), and the next structure is 143.3 kJ/mol less stable.



one) {
  "formula": "CH3FP2",
  "method": "the ωB97M-V functional and the def2-TZVPD basis",
  "symbols": ["F", "P", "C", "P", "H", "H", "H"],
  "coordinates": [[-1.88574, -1.01687, 0.40688], [-1.80211, 0.63544, -0.04482], [-0.10838, 0.66340, -0.25565], [0.94872, -0.65687, -0.40946], [0.00429, 1.65810, -0.50803], [2.13654, -0.16627, 0.00528], [0.70669, -1.11692, 0.80580]],
  "mulliken_charge": [-0.35, 0.21, -0.20, -0.08, 0.39, 0.01, 0.03],
  "homo_ev": -8.824,
  "smiles": "F/P=C\\P",
  "orbital_gap_ev": 8.6,
  "multiplicity": 1
}



two) {
  "formula": "CH3FP2",
  "method": "the ωB97M-V functional and the def2-TZVPD basis",
  "symbols": ["H", "P", "C", "F", "P", "H", "H"],
  "coordinates": [[-1.30659, 1.52323, 1.20736], [-1.56770, 1.14522, -0.18058], [-0.20651, 0.25181, -0.64799], [-0.17282, -0.28740, -1.89719], [1.42696, -0.35159, 0.18917], [0.57854, -0.56625, 1.28670], [1.24813, -1.71503, 0.04253]],
  "mulliken_charge": [0.02, -0.09, 0.23, -0.22, -0.05, 0.05, 0.06],
  "homo_ev": -9.323,
  "smiles": "[H]/P=C(/F)P",
  "orbital_gap_ev": 9.4,
  "multiplicity": 1
}



The most stable arrangement is one), and the next structure is 113.8 kJ/mol less stable.



one) {
  "formula": "H2N2O3",
  "method": "the ωB97M-V functional and the def2-TZVPD basis",
  "symbols": ["N", "N", "O", "O", "O", "H", "H"],
  "coordinates": [[-2.13840, -1.10112, -0.47503], [-1.94072, -0.15364, 0.06917], [-1.66039, 0.82092, 0.62707], [1.13471, 0.35867, 0.51906], [1.52192, -0.35333, -0.55530], [1.84439, 0.22829, 1.13208], [1.23850, 0.20021, -1.31706]],
  "mulliken_charge": [-0.32, 0.80, -0.49, -0.30, -0.35, 0.31, 0.33],
  "homo_ev": -9.992,
  "smiles": "N#[N+][O-].OO",
  "orbital_gap_ev": 11.0,
  "multiplicity": 1
}



two) {
  "formula": "H2N2O3",
  "method": "the ωB97M-V functional and the def2-TZVPD basis",
  "symbols": ["O", "N", "N", "O", "O", "H", "H"],
  "coordinates": [[-1.57990, -1.15594, 0.84281], [-0.95843, -0.03080, 0.93401], [-0.18448, 0.22709, -0.04203], [0.18022, -0.58961, -1.03978], [0.84181, 1.04702, 0.43052], [0.08040, -0.03692, -1.99098], [1.62038, 0.53916, 0.86545]],
  "mulliken_charge": [-0.43, -0.01, 0.51, -0.41, -0.42, 0.40, 0.36],
  "homo_ev": -9.999,
  "smiles": "O=NN(O)O",
  "orbital_gap_ev": 10.0,
  "multiplicity": 1
}



The most stable arrangement is one), and the next structure is 153.0 kJ/mol less stable.



one) {
  "formula": "C4H6FNS",
  "method": "the ωB97M-V functional and the def2-TZVPD basis",
  "symbols": ["C", "C", "C", "F", "N", "C", "S", "H", "H", "H", "H", "H", "H"],
  "coordinates": [[1.45365, 0.32093, 1.03367], [0.31266, 0.20661, 0.35826], [-1.02128, 0.49751, 0.89045], [-0.76915, 0.94583, 2.17577], [0.43230, -0.34387, -0.92035], [-0.47032, -0.72636, -1.82504], [-2.05799, -0.37194, -1.91209], [2.39795, -0.10577, 0.60230], [1.54908, 0.82899, 2.00513], [-1.57872, 1.23372, 0.33696], [-1.62863, -0.38348, 0.91328], [1.37394, -0.71081, -1.14688], [0.00652, -1.39135, -2.51146]],
  "mulliken_charge": [-0.89, 0.70, -0.62, -0.32, -0.19, -0.10, -0.34, 0.20, 0.29, 0.35, 0.37, 0.25, 0.29],
  "homo_ev": -8.687,
  "smiles": "C=C(CF)NC=S",
  "orbital_gap_ev": 9.0,
  "multiplicity": 1
}



two) {
  "formula": "C4H6FNS",
  "method": "the ωB97M-V functional and the def2-TZVPD basis",
  "symbols": ["F", "C", "C", "S", "N", "C", "C", "H", "H", "H", "H", "H", "H"],
  "coordinates": [[-0.39029, 2.12247, 0.17071], [0.84107, 1.76537, -0.18994], [1.00071, 0.21358, -0.11641], [2.50835, -0.45707, 0.10740], [-0.12673, -0.36575, -0.40022], [-0.53253, -1.74801, -0.05023], [-1.43286, -0.54277, 0.20208], [1.03295, 2.08950, -1.19756], [1.57767, 2.14677, 0.57117], [-0.10692, -2.12760, 0.86605], [-0.56157, -2.45039, -0.83814], [-2.30593, -0.39267, -0.42026], [-1.50392, -0.25342, 1.29534]],
  "mulliken_charge": [-0.27, -0.20, 0.12, -0.29, -0.05, -0.52, -0.24, 0.23, 0.26, 0.26, 0.26, 0.24, 0.21],
  "homo_ev": -8.559,
  "smiles": "FCC(=S)N1CC1",
  "orbital_gap_ev": 8.9,
  "multiplicity": 1
}



The most stable arrangement is one), and the next structure is 84.3 kJ/mol less stable.